# 1
ORCA calculation (ωB97M-V with the def2-TZVPD basis set) on a cluster of 9 separate species, C32H44Cl5F32NO11 in total at a distorted geometry.

Output
electronic energy = -207473.3837 eV
frontier orbital gap = 0.3552 hartree

Geometry as ORCA input:
```
! RIJCOSX wB97M-V def2-TZVPD def2/J DEFGRID3
* xyz 0 1
C 14.34029 -28.29889 -15.94037
O 14.64386 -27.06352 -16.56196
C 15.90042 -27.15532 -17.20222
C 16.32075 -25.82425 -17.80152
N 16.27998 -24.73807 -16.75932
H 15.31337 -24.64092 -16.44501
H 16.84371 -25.01736 -15.95757
C 16.71527 -23.38788 -17.31174
C 16.36720 -22.28444 -16.32865
O 16.81539 -22.60818 -15.03524
C 16.84280 -21.57814 -14.09070
H 13.53312 -28.28248 -15.20797
H 15.15815 -28.70796 -15.33878
H 14.04991 -29.01191 -16.71568
H 15.82311 -27.87526 -18.01660
H 16.68732 -27.44341 -16.49682
H 15.66286 -25.44678 -18.58375
H 17.32997 -25.82391 -18.20773
H 16.21953 -23.21741 -18.26512
H 17.79022 -23.42148 -17.47560
H 15.27995 -22.15350 -16.31817
H 16.80030 -21.30844 -16.56595
H 17.22410 -21.91350 -13.12825
H 15.83494 -21.22833 -13.83186
H 17.41858 -20.72497 -14.46112
Cl 16.80035 -23.79580 -20.80420
O 16.35935 -24.35038 -22.05392
O 17.22065 -24.88309 -19.95263
O 17.89022 -22.86872 -21.01508
O 15.65830 -23.16467 -20.16796
C 14.94839 -27.08517 -21.58374
C 13.60822 -27.30192 -20.87382
C 13.41431 -28.78418 -20.51539
F 12.22064 -29.05185 -19.92755
F 13.56381 -29.64370 -21.56398
F 13.52960 -26.45290 -19.83217
F 12.65385 -26.95179 -21.78326
O 16.00498 -27.47390 -20.72030
C 17.05900 -28.21733 -21.24345
C 18.20606 -28.08798 -20.25196
F 17.84535 -28.38743 -18.97300
F 19.29256 -28.78903 -20.58068
F 16.57873 -29.47337 -21.42337
F 17.39278 -27.74728 -22.44845
H 15.10905 -26.03289 -21.82389
H 14.93657 -27.64274 -22.52120
H 14.21436 -29.07362 -19.81722
H 18.46458 -27.02586 -20.17747
C 22.70395 -21.63424 -24.94418
C 23.77753 -20.83270 -25.65917
C 24.66122 -20.03968 -24.70143
F 25.13776 -20.83075 -23.70584
F 25.71991 -19.46509 -25.32269
F 24.55410 -21.79400 -26.25077
F 23.30728 -20.03559 -26.62604
O 21.91803 -20.83123 -24.08572
C 20.78083 -21.35771 -23.49650
C 20.04794 -20.15345 -22.88292
F 20.89728 -19.40144 -22.14665
F 19.51039 -19.34857 -23.81272
F 20.04123 -22.05384 -24.36412
F 21.18314 -22.16320 -22.49817
H 23.12805 -22.43491 -24.33404
H 22.03132 -22.08796 -25.67778
H 24.11134 -19.21778 -24.23309
H 19.27661 -20.56386 -22.22179
C 13.73477 -24.32381 -24.06195
C 12.57964 -23.57379 -23.38212
C 11.76478 -22.72646 -24.37265
F 10.80157 -21.97082 -23.80222
F 12.50483 -21.99569 -25.24608
F 11.75288 -24.42272 -22.72486
F 13.09226 -22.77455 -22.40644
O 13.34311 -24.96028 -25.27825
C 13.71500 -26.29000 -25.38872
C 13.29435 -26.61955 -26.81111
F 13.97166 -25.91728 -27.74271
F 13.43402 -27.94164 -27.14151
F 15.05478 -26.36319 -25.23053
F 13.12774 -27.03046 -24.45380
H 14.14075 -25.02852 -23.33703
H 14.53153 -23.62106 -24.30203
H 11.21524 -23.36794 -25.07244
H 12.21986 -26.45093 -26.93956
C 12.79350 -20.55462 -20.10860
C 11.91508 -19.96530 -21.19072
C 11.25064 -18.65055 -20.72960
F 12.06550 -17.63043 -20.37595
F 10.31775 -18.24025 -21.62569
F 12.54584 -19.88334 -22.36796
F 10.88151 -20.84541 -21.33391
O 12.02263 -20.74753 -18.93295
C 12.74796 -20.91361 -17.78654
C 11.78507 -21.20897 -16.63616
F 10.89610 -22.19932 -16.91596
F 12.37465 -21.52998 -15.45899
F 13.65630 -21.88683 -17.96030
F 13.41774 -19.77810 -17.49570
H 13.65447 -19.90425 -19.92523
H 13.21622 -21.50434 -20.43901
H 10.72784 -18.87507 -19.79448
H 11.17178 -20.31807 -16.46258
C 20.98487 -25.59505 -23.50938
C 21.79030 -26.84526 -23.25091
C 21.43502 -27.22095 -21.81435
O 20.35228 -26.37136 -21.43692
C 19.78047 -25.71697 -22.59145
H 20.76946 -25.42231 -24.56505
H 21.53309 -24.69691 -23.20441
H 22.85979 -26.70847 -23.40542
H 21.45039 -27.63591 -23.92305
H 22.28666 -27.08056 -21.14709
H 21.18478 -28.28167 -21.78972
H 19.27440 -24.77362 -22.39046
H 19.00603 -26.35811 -23.02586
C 15.86709 -20.67678 -22.73334
Cl 15.00685 -20.39153 -24.27020
Cl 16.57768 -19.20937 -22.06664
H 15.16228 -21.07655 -22.01243
H 16.65832 -21.39342 -22.92610
C 21.06494 -23.76304 -19.77714
Cl 21.06992 -22.10329 -19.14914
Cl 22.12957 -24.68174 -18.72610
H 20.04349 -24.08858 -19.60998
H 21.38732 -23.89822 -20.80155
*
```

---

# 2
ORCA calculation (ωB97M-V with the def2-TZVPD basis set) on a cluster of 12 separate species, C32H44F7N5O27 in total at a distorted geometry.

Output
electronic energy = -115641.7481 eV
frontier orbital gap = 0.3648 hartree
SMILES string = O=C1OC[C@@H](F)O1.O=C1OC[C@@H](F)O1.O=C1OC[C@@H](F)O1.O=C1OC[C@@H](F)O1.O=C1OC[C@@H](F)O1.O=C1OC[C@@H](F)O1.O=C1OC[C@@H](F)O1.C[N+](=O)[O-].C[N+](=O)[O-].C[N+](=O)[O-].CCCC#N.CCCC#N

Geometry as ORCA input:
```
! RIJCOSX wB97M-V def2-TZVPD def2/J DEFGRID3
* xyz 0 1
O 3.69165 -4.40795 0.93219
C 3.84209 -3.23344 0.64805
O 4.12849 -2.22967 1.49711
C 4.37351 -1.05465 0.79011
C 3.94550 -1.42885 -0.60265
F 4.87099 -1.03997 -1.40906
O 3.89439 -2.82309 -0.58130
H 3.94461 -0.19696 1.30829
H 5.43018 -0.79282 0.73554
H 3.00123 -0.97803 -0.90797
O 3.95383 6.85971 1.80775
C 3.02707 6.52006 1.04582
O 2.58955 5.26790 0.90419
C 1.53016 5.25543 -0.09652
C 1.67731 6.59079 -0.77010
F 0.50546 7.00525 -1.10874
O 2.28985 7.27049 0.29814
H 1.55628 4.46420 -0.84578
H 0.64029 5.27221 0.53271
H 2.35456 6.57223 -1.62396
O 2.13670 5.08858 -3.67389
C 1.64694 3.99807 -4.04584
O 1.10039 3.86488 -5.25304
C 0.46160 2.65050 -5.35033
C 0.40247 2.07883 -3.91467
F 0.97098 0.83821 -3.87859
O 1.35613 2.95594 -3.24419
H -0.45309 2.66443 -5.94298
H 1.03528 1.90807 -5.90511
H -0.61186 2.12956 -3.51886
O -4.37367 -6.86491 0.55737
C -4.15217 -5.68961 0.32003
O -4.75748 -4.85069 -0.53253
C -4.41594 -3.48687 -0.28568
C -3.13273 -3.69904 0.43984
F -3.05235 -2.80973 1.43148
O -3.26121 -4.94886 0.99721
H -4.51907 -2.88012 -1.18529
H -5.07052 -3.07358 0.48166
H -2.25048 -3.66265 -0.19922
O 2.87282 -0.50145 3.81478
C 2.27029 0.55452 3.59764
O 1.14582 1.08407 4.23000
C 0.87630 2.37610 3.64090
C 2.07197 2.61013 2.77624
F 2.92281 3.41443 3.44547
O 2.62805 1.36185 2.62574
H -0.04875 2.40703 3.06519
H 0.85288 3.15209 4.40600
H 1.79775 3.09601 1.83985
O -2.19992 2.21061 1.88137
C -2.71037 2.42813 2.97540
O -3.83156 3.14909 3.14697
C -4.30377 3.02167 4.46292
C -3.02615 2.66887 5.21716
F -3.47893 1.78128 6.07222
O -2.27057 2.02389 4.16111
H -4.84619 3.85793 4.90399
H -5.11219 2.29674 4.55805
H -2.46657 3.50691 5.63268
O 0.37708 -5.75948 0.83195
C 0.58645 -5.49344 1.98876
O 0.42659 -4.28983 2.49260
C 0.66203 -4.26134 3.86076
C 1.28713 -5.63079 4.17076
F 0.86026 -6.32310 5.12782
O 1.00994 -6.34918 2.94325
H 1.32734 -3.55056 4.35091
H -0.30291 -4.15101 4.35553
H 2.37566 -5.57819 4.19119
C 1.27231 -2.56976 -4.69474
N 2.19480 -2.17863 -3.58528
O 3.39459 -2.31434 -3.69845
O 1.65879 -1.62287 -2.60829
H 1.69598 -3.47778 -5.12382
H 1.09740 -1.80839 -5.45488
H 0.28839 -2.69101 -4.24162
C 4.38396 2.40427 -1.91861
N 5.65379 2.37115 -2.71019
O 6.50412 3.18403 -2.39498
O 5.63969 1.75622 -3.73044
H 4.05329 3.44264 -1.89518
H 4.61732 1.98390 -0.94039
H 3.71361 1.81577 -2.54502
C -1.31377 -5.93723 -2.31893
N -0.16474 -5.04962 -2.16476
O 0.86553 -5.35608 -2.69665
O -0.29564 -4.00774 -1.52072
H -1.18946 -6.82871 -1.70419
H -1.35474 -6.26547 -3.35753
H -2.23436 -5.41568 -2.05697
C -6.65506 1.14510 -0.54207
C -5.40670 1.90581 -0.07477
C -4.13595 1.79490 -1.01640
C -3.96116 0.46057 -1.46015
N -3.79677 -0.61460 -1.76352
H -7.16065 1.55397 -1.41689
H -7.43126 1.11828 0.22271
H -6.32638 0.16360 -0.88369
H -5.11482 1.54608 0.91189
H -5.64791 2.95577 0.09109
H -3.20972 1.88489 -0.44886
H -4.18184 2.42541 -1.90436
C 0.32367 -1.29645 0.58578
C -0.69572 -0.32328 0.13420
C -0.19178 0.63948 -0.89199
C 1.08067 1.20192 -0.48008
N 2.04921 1.74544 -0.17189
H -0.11126 -2.29526 0.62181
H 0.61014 -1.10662 1.62019
H 1.17762 -1.41455 -0.08124
H -1.19016 0.16805 0.97218
H -1.48816 -0.90188 -0.34050
H -0.96614 1.38950 -1.05301
H -0.11093 0.20238 -1.88722
*
```